(1)
12
Properties=species:S:1:pos:R:3:lowdin_charge:R:1 method="wB97M-V/def2-TZVPD" total_charge=0 de_lowest_kj_mol=337.6 orbital_gap_ev=9.1 lumo_ev=0.20
C -0.783 -0.874 0.038 -0.5505
C 0.431 -0.344 -0.090 -0.3815
C 1.832 -1.062 -0.196 -0.1264
C 3.026 -0.302 0.265 -0.0138
C 0.511 1.062 -0.174 -0.2257
C 0.421 2.237 -0.175 0.1116
H -0.802 -1.995 -0.200 0.0963
H 1.896 -2.198 -0.812 0.1609
H 2.588 0.936 0.957 0.1917
H 4.013 -0.807 0.362 0.0231
H 0.034 3.270 0.075 0.0783
Cl -2.374 -0.206 0.095 0.6358



(2)
18
Properties=species:S:1:pos:R:3:lowdin_charge:R:1 method="wB97M-V/def2-TZVPD" smiles="CC(=O)[C@H](Cl)O/C([O-])=C1/C=NN=N1" total_charge=-1 de_lowest_kj_mol=0.0 orbital_gap_ev=8.4 lumo_ev=3.10
C 3.298 -0.233 -0.988 -0.1748
C 2.070 0.015 -0.481 -0.2992
C 0.821 -0.385 -1.070 -0.4172
C -2.540 0.499 0.278 -0.4289
C -2.267 0.430 1.714 -0.0188
C -1.502 -0.288 -0.601 -0.5319
N 4.133 0.225 -0.092 -0.0623
N 3.444 0.748 0.948 -0.1205
N 2.198 0.614 0.738 -0.0066
O -0.248 -0.031 -0.262 -0.0367
O 0.585 -0.875 -2.153 0.0803
O -3.534 0.908 -0.310 0.0677
Cl -1.889 -2.141 -0.265 0.5294
H 3.654 -0.456 -1.917 0.0700
H -1.919 -0.597 1.789 0.0611
H -1.493 1.056 1.902 0.0530
H -3.103 0.771 2.433 0.1291
H -1.707 -0.261 -1.662 0.1063



(3)
16
Properties=species:S:1:pos:R:3:lowdin_charge:R:1 method="wB97M-V/def2-TZVPD" total_charge=0 de_lowest_kj_mol=0.0 orbital_gap_ev=9.6 lumo_ev=0.35
C -0.780 1.702 -0.495 -0.0622
C 1.545 -2.657 -0.730 -0.4971
C -1.798 0.857 -0.597 -0.8009
C -1.146 -0.147 0.275 -0.2234
C -0.217 0.961 0.680 -0.1893
C 1.259 0.599 0.630 -0.5911
F 2.187 1.611 0.642 0.1154
F 1.599 -0.170 1.715 0.0765
F 1.482 -0.068 -0.466 0.1128
P 0.696 -3.035 0.501 0.7676
I -3.433 0.602 -1.779 0.8914
H -0.638 2.624 -0.978 0.1031
H 2.110 -2.855 -1.636 -0.0472
H -1.751 -0.685 1.016 0.1202
H -0.665 -0.902 -0.353 0.0532
H -0.449 1.564 1.575 0.1709



(4)
16
Properties=species:S:1:pos:R:3:lowdin_charge:R:1 method="wB97M-V/def2-TZVPD" smiles="CC(F)=C(F)F.N#CC=C=N" total_charge=0 de_lowest_kj_mol=175.6 orbital_gap_ev=10.0 lumo_ev=0.55
C 0.351 -1.663 -0.738 -0.2369
C -1.758 -2.179 0.373 -0.1269
C 1.540 1.957 -0.652 -0.0436
C -0.999 -1.951 -0.672 -0.1004
C 1.002 1.304 0.550 -0.2968
C -0.260 1.071 0.826 -0.3467
N 1.462 -1.383 -0.981 0.1739
N -2.477 -2.587 1.254 0.2200
F 2.026 0.930 1.369 0.0542
F -1.068 1.556 -0.089 0.1230
F -0.843 0.358 1.790 0.1349
H 2.334 1.259 -1.191 0.1180
H 2.132 2.899 -0.544 0.0882
H 0.884 2.261 -1.500 0.0869
H -1.375 -1.874 -1.615 0.0908
H -2.952 -1.958 1.819 0.0613



(5)
18
Properties=species:S:1:pos:R:3:lowdin_charge:R:1 method="wB97M-V/def2-TZVPD" total_charge=+1 de_lowest_kj_mol=190.8 orbital_gap_ev=6.6 lumo_ev=-7.59
C -1.123 0.461 -0.152 -0.0558
C -0.558 0.752 1.024 -0.0693
C -0.534 -0.486 -1.043 0.0126
C 0.750 0.309 1.283 -0.1123
C 0.825 -0.731 -0.803 -0.1080
C 4.678 0.811 -0.340 -0.6501
N 1.372 -0.339 0.348 0.0139
O 3.847 -1.933 -0.783 -0.2472
O 4.725 -1.366 1.526 -0.2326
F 3.673 1.440 -0.853 0.2346
F 5.175 1.385 0.717 0.2364
F 5.560 0.511 -1.190 0.2825
S 3.956 -1.070 0.337 0.9898
H -2.231 0.659 -0.162 0.1439
H -1.138 1.326 1.838 0.1551
H -1.017 -0.620 -1.990 0.1153
H 1.232 0.662 2.300 0.1727
H 1.231 -1.531 -1.402 0.1183



(6)
19
Properties=species:S:1:pos:R:3:lowdin_charge:R:1 method="wB97M-V/def2-TZVPD" smiles=Cc1c(N)noc1C(F)(F)C(F)(F)F total_charge=0 de_lowest_kj_mol=0.0 orbital_gap_ev=10.4 lumo_ev=0.58
C -0.910 0.275 -0.496 -0.1929
C -2.248 0.494 -0.420 -0.0667
C -0.353 1.513 -0.095 -0.3665
C -0.217 -0.990 -0.777 -0.0466
C -3.573 -0.437 -0.605 -0.3394
C -4.623 0.090 0.460 -0.5323
N -1.287 2.374 0.123 0.1097
N 0.998 1.887 -0.191 0.1269
O -2.466 1.783 -0.042 0.0043
F -4.089 -0.379 -1.831 0.1653
F -3.387 -1.717 -0.251 0.1375
F -5.210 1.185 0.047 0.1877
F -4.190 0.408 1.700 0.1620
F -5.610 -0.841 0.592 0.1386
H 0.757 -1.183 -0.180 0.1048
H -0.826 -1.973 -0.884 0.1079
H 0.115 -0.833 -1.866 0.1091
H 1.499 1.122 0.349 0.1182
H 1.148 2.746 0.276 0.0722



(7)
14
Properties=species:S:1:pos:R:3:lowdin_charge:R:1 method="wB97M-V/def2-TZVPD" total_charge=0 de_lowest_kj_mol=0.0 multiplicity=3 orbital_gap_ev="7.7 / 7.1" lumo_ev="0.69 / -3.60"
C 3.191 0.387 0.028 -0.1829
C -0.870 -0.845 -0.105 0.0483
C -0.603 0.681 -0.354 -0.2392
C 0.139 -1.725 0.026 -0.0800
C 0.788 1.044 0.155 -0.0583
C 1.826 -0.139 0.015 -0.2691
N 4.180 0.902 -0.054 0.1587
N 1.510 -1.385 -0.004 0.0992
F -1.683 1.424 0.238 -0.0597
H -1.992 -0.994 -0.110 0.1401
H -0.756 0.998 -1.387 0.1520
H -0.023 -2.762 0.176 0.1009
H 1.265 1.705 -0.419 0.0609
H 0.868 1.491 1.125 0.1289



(8)
18
Properties=species:S:1:pos:R:3:lowdin_charge:R:1 method="wB97M-V/def2-TZVPD" total_charge=-1 de_lowest_kj_mol=0.0 orbital_gap_ev=6.6 lumo_ev=2.51
C -0.985 1.934 1.314 -0.0291
C -0.939 2.356 -0.045 -0.0370
C -0.344 0.768 1.372 -0.3405
C -0.154 1.490 -0.760 -0.3455
C 0.604 -2.106 0.132 -0.6670
C 0.889 -0.704 -0.414 -0.2567
N 0.289 0.480 0.125 0.1478
O 1.279 -3.020 -0.459 0.0752
O 0.088 -2.338 1.192 0.0693
O 0.101 0.008 2.383 0.0381
O 0.193 1.420 -2.029 0.0647
O 1.532 -0.682 -1.463 0.0535
I -1.759 -2.401 -1.914 -0.3202
H -1.540 2.520 2.003 0.1007
H -1.332 3.336 -0.330 0.1043
H -0.213 -0.928 2.399 0.1009
H 0.913 0.682 -2.057 0.1032
H 1.379 -2.815 -1.448 0.1384



(9)
19
Properties=species:S:1:pos:R:3:lowdin_charge:R:1 method="wB97M-V/def2-TZVPD" total_charge=+3 de_lowest_kj_mol=0.0 orbital_gap_ev=9.7 lumo_ev=-13.43
O 0.096 -3.271 -2.090 0.2374
C 0.149 -2.109 -2.136 0.0332
Lu 0.208 0.224 -1.571 1.5122
O -2.761 0.177 -3.681 0.2358
C -1.789 0.197 -3.065 0.0389
C 2.045 0.205 -3.089 0.0237
O 2.980 0.229 -3.759 0.2485
C 0.040 2.584 -1.986 0.0311
O 0.013 3.726 -2.109 0.2473
N -0.030 0.369 3.335 0.2309
C -0.298 -0.827 2.437 -0.0027
C 0.074 -0.404 1.027 -0.5648
O 1.227 0.012 0.704 -0.0258
O -0.916 -0.352 0.164 -0.1787
H 0.991 0.574 3.343 0.1959
H -0.358 0.180 4.301 0.2050
H -0.540 1.200 2.968 0.1979
H 0.244 -1.721 2.801 0.1784
H -1.377 -0.993 2.408 0.1558



(10)
12
Properties=species:S:1:pos:R:3:lowdin_charge:R:1 method="wB97M-V/def2-TZVPD" smiles=C#C[C@@H]1N[C@@H]1C#C total_charge=0 de_lowest_kj_mol=529.3 orbital_gap_ev=9.9 lumo_ev=0.73
C 0.436 -1.015 -2.425 0.1226
C -0.295 -0.664 -1.532 -0.0905
C -1.164 -0.215 -0.447 -0.2644
N -1.171 -0.943 0.827 0.0718
C -0.547 0.377 0.806 -0.2845
C 0.817 0.733 1.051 -0.1200
C 1.569 1.497 1.624 0.1040
H 1.099 -1.313 -3.212 0.0301
H -2.157 0.094 -0.780 0.1352
H -0.499 -1.713 0.805 0.1104
H -0.609 1.294 1.511 0.1655
H 2.543 1.839 1.832 0.0198



(11)
12
Properties=species:S:1:pos:R:3:lowdin_charge:R:1 method="wB97M-V/def2-TZVPD" smiles=C#Cc1cc[nH]c1 total_charge=0 de_lowest_kj_mol=264.1 orbital_gap_ev=9.3 lumo_ev=0.83
C -3.059 0.081 0.028 0.0685
C -1.893 -0.115 -0.009 -0.1299
C -0.476 0.020 -0.157 -0.3160
C 0.321 1.201 -0.060 -0.0094
C 1.706 0.718 0.029 -0.1209
C 0.342 -1.044 -0.253 -0.0968
H -4.181 -0.076 0.461 0.1017
H 0.055 2.186 -0.395 0.0886
H 2.761 1.038 0.254 0.1250
H 2.486 -1.234 -0.088 0.1953
H 0.322 -2.169 0.021 0.1496
N 1.617 -0.608 0.168 -0.0557



(12)
12
Properties=species:S:1:pos:R:3:lowdin_charge:R:1 method="wB97M-V/def2-TZVPD" total_charge=0 de_lowest_kj_mol=795.9 orbital_gap_ev=7.9 lumo_ev=-1.46
C -1.380 -0.278 -1.073 -0.3651
C -1.884 0.869 -0.760 0.2095
C -0.124 1.106 1.418 -0.0348
C 0.972 -0.412 0.020 -0.2570
C -1.004 -1.658 -1.108 0.1415
C 0.157 -0.842 -1.173 -0.2085
N 0.550 0.842 0.396 -0.0617
H -0.417 2.042 1.486 0.0236
H 0.821 -1.133 0.907 0.1436
H 2.030 -0.437 -0.208 0.1197
H -0.410 0.406 2.253 0.1128
H 0.688 -0.505 -2.158 0.1764



(13)
14
Properties=species:S:1:pos:R:3:lowdin_charge:R:1 method="wB97M-V/def2-TZVPD" total_charge=0 de_lowest_kj_mol=560.3 orbital_gap_ev="7.8 / 6.8" lumo_ev="-0.63 / -1.03"
C 1.352 1.118 0.047 -0.1252
C 2.040 -0.056 0.084 -0.1374
C -2.986 1.531 0.073 -0.3144
C -2.400 -1.368 0.140 -0.4031
C -0.080 0.831 -0.054 0.1377
C -0.180 -0.593 -0.128 -0.3714
N -1.167 -1.448 -0.033 0.0092
N 1.141 -1.108 -0.005 0.0731
P -3.574 0.081 -0.023 0.8074
H 1.831 2.131 0.161 0.1049
H 3.049 -0.143 0.265 0.0871
H -2.548 2.382 -0.305 -0.0786
H -2.787 -2.376 0.393 0.0624
H 1.558 -1.981 -0.306 0.1484



(14)
14
Properties=species:S:1:pos:R:3:lowdin_charge:R:1 method="wB97M-V/def2-TZVPD" total_charge=0 de_lowest_kj_mol=353.3 orbital_gap_ev=8.7 lumo_ev=0.07
C -1.423 1.845 -0.005 0.0570
C -0.841 0.624 -0.049 -0.3751
C 1.433 -0.538 0.041 -0.3707
C 2.811 0.014 -0.038 -0.1159
C -1.623 -0.603 -0.102 -0.0895
C -2.246 -1.615 0.020 0.1271
H -0.830 2.793 0.067 0.0783
H -2.513 1.897 -0.151 0.0709
H 0.916 1.416 0.229 0.1076
H 1.708 -2.378 -0.039 0.0479
H -2.850 -2.497 0.002 0.0358
N 0.505 0.543 0.070 0.0673
N 1.003 -1.711 0.019 0.1936
N 3.951 0.210 -0.064 0.1656